1.
{
  "formula": "C27H54CrGeN9PSSeSi3",
  "method": "ωB97M-V/def2-TZVPD",
  "elements": ["Se", "Ge", "Cr", "S", "P", "Si", "Si", "Si", "N", "N", "N", "N", "N", "N", "N", "N", "N", "C", "C", "C", "C", "C", "C", "C", "C", "C", "C", "C", "C", "C", "C", "C", "C", "C", "C", "C", "C", "C", "C", "C", "C", "C", "C", "C", "H", "H", "H", "H", "H", "H", "H", "H", "H", "H", "H", "H", "H", "H", "H", "H", "H", "H", "H", "H", "H", "H", "H", "H", "H", "H", "H", "H", "H", "H", "H", "H", "H", "H", "H", "H", "H", "H", "H", "H", "H", "H", "H", "H", "H", "H", "H", "H", "H", "H", "H", "H", "H", "H"],
  "positions_angstrom": [[-2.51130, 1.06232, -1.10960], [1.47933, -0.08243, 1.70380], [-0.64258, -0.18659, 0.25522], [1.06713, 1.18581, -2.35571], [-1.30267, -2.16827, -1.34366], [1.10969, -0.33452, 4.05564], [2.90709, -1.94137, 1.19120], [2.95361, 1.82844, 1.56106], [-2.41157, -3.27741, 2.25799], [-1.59328, -1.40952, 1.55868], [-0.74529, 2.47420, 1.65568], [-1.52941, -2.78406, 1.48147], [-2.93142, 0.06664, 2.83756], [-1.17081, 1.18592, 1.64689], [-1.49432, 3.16068, 2.43711], [-3.11031, -2.29805, 2.88934], [-2.44969, 2.37375, 2.98928], [0.26965, -1.98929, -3.67549], [-2.20856, 1.18764, 2.48340], [-1.52019, 4.46650, -3.43520], [-2.25525, 2.36495, -2.50319], [-3.78643, 0.87297, -3.89942], [-1.13119, -1.71593, -3.12019], [-0.69894, 3.92432, -1.17290], [-3.13645, -2.28375, -1.11152], [-1.50325, 3.55028, -2.38263], [4.69863, -1.86228, 1.75151], [-2.25798, 4.26872, -4.58925], [2.75259, -0.56178, 4.93869], [3.73100, 1.96611, -0.14164], [-3.94848, -2.82461, -2.28656], [-2.56754, -1.18438, 2.44587], [-2.98180, 2.13195, -3.68887], [0.26982, 1.13406, 4.84833], [-2.29713, 5.31564, -5.67375], [-0.94755, -3.98049, -1.43740], [2.97886, -2.06139, -0.68278], [4.41955, 1.59638, 2.72420], [2.22580, 3.48971, 1.97475], [-2.97532, 3.08678, -4.70003], [2.19993, -3.52298, 1.90976], [0.10918, -1.83815, 4.54086], [0.32638, 0.68124, -1.10414], [0.48148, -4.41340, -1.12655], [2.96629, 4.27371, 1.77563], [0.44337, -3.05997, -3.80547], [0.39539, -1.50804, -4.64756], [-3.51660, -1.30506, -0.83874], [-0.96771, 4.93061, -0.84032], [-4.19193, 0.84611, -4.91187], [5.18749, -2.81053, 1.50006], [-1.86638, -2.26444, -3.71067], [5.24677, 2.23047, 2.38461], [-3.55825, 2.90165, -5.59777], [-1.23522, -4.29185, -2.44418], [0.71180, -4.20579, -0.08377], [1.98161, -1.88782, -1.09317], [2.54743, -0.76929, 5.99474], [3.00891, 2.31522, -0.88080], [3.32403, -1.40263, 4.53329], [-4.99190, -2.93049, -1.98089], [1.32926, 3.68235, 1.38506], [0.29799, 1.02671, 5.93838], [-2.83129, 4.95198, -6.55248], [2.53345, -4.39901, 1.34369], [-0.91912, -1.78157, 4.18744], [-3.16811, -0.01155, -3.73779], [4.77376, 0.56636, 2.75236], [-1.62845, -4.44611, -0.72464], [1.21187, -3.88903, -1.74146], [-0.85560, 3.25071, -0.34488], [5.23728, -1.05611, 1.24516], [0.74486, 2.08232, 4.58165], [-1.29063, 5.60629, -5.98184], [-3.60037, -3.80532, -2.61905], [0.07600, -1.90238, 5.63449], [-3.93115, -2.14358, -3.13762], [4.55908, 2.68283, -0.10891], [0.36706, 3.93084, -1.40830], [-3.68369, 0.17474, 3.49402], [1.05056, -1.60295, -3.01904], [1.93552, 3.54856, 3.02778], [-4.61143, 0.80389, -3.18757], [3.63406, -1.28372, -1.08744], [-0.77534, 1.20667, 4.54606], [-2.80436, 6.21825, -5.32454], [4.17058, 1.89117, 3.74644], [2.52397, -3.64676, 2.94882], [0.53432, -2.76735, 4.15400], [4.12239, 1.00413, -0.48639], [-0.94557, 5.38297, -3.32457], [-1.37250, -0.65351, -3.19011], [4.79815, -1.70588, 2.82868], [0.60284, -5.48561, -1.29649], [3.38398, 0.32420, 4.88114], [1.10618, -3.50411, 1.90671], [-3.26702, -2.93227, -0.24401], [3.33529, -3.03438, -1.03573]],
  "mulliken_spin": [-0.049, -0.109, 1.400, -0.029, 0.057, 0.002, -0.013, 0.002, 0.001, -0.060, -0.001, 0.004, 0.007, -0.027, 0.013, -0.001, -0.003, -0.005, 0.030, 0.005, 0.002, -0.016, -0.002, 0.005, -0.003, -0.007, -0.011, -0.003, -0.014, 0.004, -0.001, 0.001, 0.022, 0.002, 0.000, -0.002, 0.003, -0.012, 0.001, 0.004, -0.003, 0.001, -0.214, 0.002, 0.000, 0.000, 0.000, -0.004, 0.001, -0.001, -0.002, 0.001, 0.000, 0.000, 0.000, -0.001, 0.005, -0.001, -0.004, 0.001, 0.000, 0.000, 0.000, 0.000, 0.000, -0.001, 0.007, 0.002, 0.000, 0.000, 0.001, 0.000, -0.001, 0.000, 0.000, 0.000, 0.000, 0.000, 0.001, -0.001, 0.003, 0.000, 0.002, -0.001, -0.001, 0.000, 0.000, -0.002, 0.000, 0.001, 0.000, 0.001, 0.000, 0.000, 0.001, 0.002, 0.000, 0.001],
  "orbital_gap_ev": [6.52, 6.70],
  "lumo_energy_ev": [1.36, 1.65],
  "charge": -1,
  "relative_energy_kj_mol": 0.00,
  "multiplicity": 2
}



2.
{
  "formula": "C4H8O",
  "method": "ωB97M-V/def2-TZVPD",
  "elements": ["O", "C", "C", "C", "C", "H", "H", "H", "H", "H", "H", "H", "H"],
  "positions_angstrom": [[0.02246, 1.02181, -1.22652], [-1.24157, -0.74152, -0.02137], [1.31620, -0.61648, 0.08342], [0.00560, 0.10744, -0.13221], [-0.08844, 1.55502, 0.08596], [-1.44336, -1.00001, 1.02448], [0.78260, 2.10664, 0.44352], [1.25323, -1.30918, 0.92918], [1.56503, -1.19731, -0.81137], [-1.13166, -1.67521, -0.58436], [-1.05204, 2.00840, 0.32458], [2.13630, 0.08271, 0.26649], [-2.10518, -0.20288, -0.42066]],
  "mulliken_charge": [-0.481, -1.366, -1.315, 1.336, -0.669, 0.301, 0.256, 0.323, 0.289, 0.307, 0.256, 0.370, 0.396],
  "smiles": "CC1(C)CO1",
  "orbital_gap_ev": 11.19,
  "lumo_energy_ev": 1.03,
  "relative_energy_kj_mol": 96.74
}



3.
{
  "formula": "C3H6N3",
  "method": "ωB97M-V/def2-TZVPD",
  "elements": ["N", "N", "N", "C", "C", "C", "H", "H", "H", "H", "H", "H"],
  "positions_angstrom": [[-0.46478, 0.91994, 0.00462], [-2.30782, -0.40286, -0.00620], [-0.55066, -1.27810, 0.00665], [1.69409, -0.23804, -0.00154], [0.21369, -0.25885, 0.01171], [-1.82885, 0.74725, -0.00344], [-0.00473, 1.81791, 0.05095], [-2.47796, 1.61747, -0.01259], [-0.50547, -2.27944, -0.02266], [2.12114, -1.21878, 0.19144], [2.04975, 0.11795, -0.97292], [2.06161, 0.45556, 0.75398]],
  "mulliken_charge": [-0.097, -0.217, -0.271, -1.091, 0.716, 0.054, 0.228, 0.408, 0.242, 0.340, 0.337, 0.349],
  "orbital_gap_ev": 10.65,
  "lumo_energy_ev": -5.62,
  "charge": 1,
  "relative_energy_kj_mol": 149.78
}



4.
{
  "formula": "C8H12NO2S2",
  "method": "ωB97M-V/def2-TZVPD",
  "elements": ["S", "S", "O", "O", "N", "C", "C", "C", "C", "C", "C", "C", "C", "H", "H", "H", "H", "H", "H", "H", "H", "H", "H", "H", "H"],
  "positions_angstrom": [[1.21181, 1.84301, 3.15251], [-1.05604, 0.88450, -2.92354], [-2.51220, 0.65613, -2.89532], [-0.81147, 2.23511, -3.37130], [-0.23858, 0.47812, -1.76033], [0.32673, 1.63222, 1.55812], [1.36646, -0.58904, -0.36531], [0.01175, 2.97638, 3.72088], [-0.79016, 2.45536, 1.60775], [0.31893, -1.79154, -2.23034], [-0.96614, 3.24771, 2.84550], [-1.01045, -1.34272, -0.16108], [0.06287, -0.79138, -1.21091], [0.06174, 3.33883, 4.69821], [0.52180, -2.75068, -1.69274], [1.22931, -1.68165, -2.80952], [-1.97186, -1.26274, -0.57121], [1.38610, -1.41730, 0.29039], [-0.77310, -2.36090, 0.06907], [-0.92607, -0.68152, 0.80448], [-1.77326, 3.96156, 3.12227], [2.20121, -0.58556, -0.95066], [-1.52237, 2.77851, 0.85228], [-0.54879, -2.08362, -2.86744], [1.24836, 0.36906, 0.22262]],
  "mulliken_charge": [-0.282, 0.744, -0.519, -0.533, -0.213, -0.472, -1.356, -0.412, -0.288, -1.840, -0.581, -1.482, 1.737, 0.410, 0.355, 0.418, 0.450, 0.391, 0.424, 0.257, 0.281, 0.538, 0.306, 0.435, 0.232],
  "orbital_gap_ev": [4.16, 4.17],
  "lumo_energy_ev": [0.86, 0.86],
  "charge": -1
}



5.
{
  "formula": "C4H12",
  "method": "ωB97M-V/def2-TZVPD",
  "elements": ["C", "C", "C", "C", "H", "H", "H", "H", "H", "H", "H", "H", "H", "H", "H", "H"],
  "positions_angstrom": [[1.03528, 2.79041, 0.18424], [-1.08411, -2.36821, 0.43541], [1.38803, 1.30256, 0.22292], [-1.30432, -1.69991, -0.89921], [-0.01447, 2.87580, -0.12247], [-0.35709, -1.88554, 1.08810], [1.08437, 0.80760, -0.70113], [1.03937, 3.20011, 1.19311], [-2.00580, -2.24150, -1.52112], [-0.31947, -1.41989, -1.29538], [-1.66610, -0.67763, -0.75217], [1.60089, 3.37696, -0.52507], [-0.63138, -3.37125, 0.34507], [2.44578, 1.12340, 0.40505], [-2.01364, -2.62031, 0.94759], [0.80264, 0.80742, 0.99505]],
  "mulliken_charge": [-0.901, -0.847, -0.669, -0.736, 0.262, 0.259, 0.179, 0.279, 0.312, 0.217, 0.238, 0.300, 0.277, 0.341, 0.283, 0.206],
  "smiles": "CC.CC",
  "orbital_gap_ev": 12.41,
  "lumo_energy_ev": 1.12,
  "relative_energy_kj_mol": 30.65
}



no.,DFT total energy (Ha)
1,-8684.9762
2,-232.4088
3,-281.8608
4,-1313.4843
5,-159.5733